Entry 1:
100
Properties=species:S:1:pos:R:3:forces:R:3:lowdin_charge:R:1 method="wB97M-V/def2-TZVPD" spin_multiplicity=5 orbital_gap_ev="5.13 / 4.03" largest_force_ev_per_a=1.64 homo_ev="-6.910 / -6.777"
Co 0.3133 2.4538 -0.0043 -0.2 -0.1 -0.5 0.636
C -3.3654 7.6642 0.6007 -0.4 0.6 0.2 -0.071
C -3.4267 7.6146 -0.7839 0.1 -0.1 -0.2 -0.058
C -2.9198 6.5133 -1.4645 -0.3 0.0 -0.4 0.012
C -2.4337 5.4644 -0.7188 0.3 0.7 -0.1 -0.132
C -1.6585 4.3117 -1.1306 -0.3 -1.0 0.1 -0.335
N -1.5073 3.9577 -2.3582 0.3 -0.1 -0.8 0.226
C -0.6663 2.9893 -2.7110 0.2 0.4 0.1 -0.233
C -0.5221 2.5219 -4.0759 0.1 -0.7 -1.0 -0.077
C -1.2521 2.7375 -5.2657 0.0 -0.1 1.2 0.008
C -0.8743 2.0464 -6.3927 1.0 -0.9 0.0 -0.066
C 0.2257 1.1470 -6.3794 -0.5 0.3 0.2 -0.066
C 0.9274 0.9069 -5.2148 0.2 0.5 0.4 -0.004
C 0.5590 1.6267 -4.0643 -0.3 0.1 -0.9 -0.098
C 1.0861 1.6362 -2.7248 -0.3 0.3 0.6 -0.214
N 2.2114 1.0313 -2.3552 -0.6 0.2 -1.4 0.232
C 2.5475 0.9193 -1.1280 0.6 -0.1 1.0 -0.284
N 1.8317 1.3020 -0.0192 0.1 -0.2 1.0 0.091
C 2.4661 0.8043 1.0769 -0.8 0.5 0.1 -0.224
N 2.0316 0.8575 2.3477 1.2 -0.2 -1.1 0.226
C 1.0183 1.5864 2.6533 -1.1 0.5 0.2 -0.271
N 0.2878 2.4456 1.8780 0.1 -0.2 0.0 0.087
C -0.6753 3.0389 2.6539 0.5 -0.6 0.5 -0.232
N -1.4740 3.9954 2.3285 -0.5 0.2 -0.4 0.238
C -1.6160 4.3368 1.0356 0.6 -0.2 1.4 -0.279
N -1.1273 3.6815 -0.0093 0.0 0.9 -0.1 0.043
C -2.3609 5.5210 0.6593 -0.5 0.3 -0.6 -0.104
C -2.8454 6.6232 1.3386 0.5 -0.8 0.4 0.005
C -0.6145 2.4430 4.0058 0.2 -0.1 0.7 -0.082
C -1.3512 2.5909 5.1749 -0.1 0.3 -0.4 0.002
C -0.9856 1.8671 6.3047 0.1 -0.1 0.0 -0.065
C 0.1081 0.9920 6.2879 -0.3 -0.1 0.0 -0.055
C 0.8211 0.8142 5.1041 0.2 0.4 -0.1 0.007
C 0.4585 1.5686 3.9969 -0.3 -0.2 0.6 -0.110
C 3.6947 0.1490 0.6946 0.3 0.0 -0.4 -0.106
C 4.6925 -0.4562 1.4298 0.0 -0.2 0.1 0.000
C 5.7588 -1.0334 0.7513 -0.5 0.2 -0.4 -0.062
C 5.8062 -0.9781 -0.6397 -0.1 0.5 -0.1 -0.054
C 4.8222 -0.3165 -1.3758 0.0 0.0 0.5 0.009
C 3.7646 0.2487 -0.6914 0.4 -0.5 0.3 -0.109
N 0.2878 2.4276 -1.9261 0.2 -0.4 -0.2 0.101
H -3.7144 8.5613 1.1046 0.0 -0.2 0.0 0.109
H -3.8553 8.4550 -1.3184 0.1 -0.1 -0.1 0.107
H -2.8710 6.4667 -2.5466 -0.2 0.0 0.1 0.121
H -2.1376 3.3507 -5.2167 0.0 0.2 -0.2 0.116
H -1.4075 2.0766 -7.3218 -0.4 0.5 -0.2 0.098
H 0.4916 0.6261 -7.2967 -0.1 0.1 0.2 0.104
H 1.7682 0.2262 -5.1862 0.0 0.0 0.0 0.113
H -2.7528 6.6417 2.4083 -0.1 0.2 0.3 0.114
H -2.1891 3.2665 5.2059 -0.2 0.1 0.0 0.115
H -1.5663 1.9958 7.2165 0.2 -0.1 -0.2 0.108
H 0.3616 0.4436 7.2011 0.0 0.2 -0.5 0.111
H 1.6783 0.1718 4.9995 0.1 -0.3 0.2 0.114
H 4.6319 -0.4821 2.4980 -0.1 -0.1 0.4 0.115
H 6.5447 -1.5250 1.2866 0.3 -0.2 0.3 0.101
H 6.6603 -1.3858 -1.1513 0.1 -0.2 -0.1 0.102
H 4.8714 -0.2195 -2.4342 0.1 -0.1 -0.7 0.111
Br -3.7939 2.1245 -0.4634 0.1 -0.1 0.0 -0.310
C -0.8976 -3.6386 3.9276 0.7 0.7 -0.8 0.004
O 0.4885 -3.1995 3.8684 -0.2 0.3 0.1 -0.010
C 1.0137 -2.6520 2.7630 0.1 -0.4 -0.2 -0.521
O 2.0740 -2.0828 2.8139 -0.5 0.0 -0.1 0.106
C 0.2936 -2.9271 1.4432 0.1 0.0 0.0 -0.291
C 0.4812 -4.1399 0.8979 -0.1 0.5 0.4 -0.322
As -0.3842 -4.8300 -0.7213 -0.2 -0.4 0.0 1.342
C -2.2614 -4.5963 -0.1593 0.3 -0.3 -0.2 -0.249
C -0.0664 -3.1223 -1.6025 -0.1 0.0 -0.2 -0.302
C -0.9743 -2.1192 -1.1421 0.5 0.1 0.5 -0.295
As -0.5486 -1.3526 0.6053 -0.3 0.4 0.1 1.380
C -2.3004 -1.1532 1.5546 0.6 -0.6 0.2 -0.267
C -2.2944 -1.9106 -1.6752 -0.2 -1.0 -1.3 -0.569
O -3.1973 -1.3653 -1.1233 -0.8 0.9 0.9 0.060
O -2.5108 -2.5449 -2.8755 0.7 -0.1 0.5 -0.067
C -3.8998 -2.6197 -3.2087 0.6 0.3 -0.3 -0.046
C 1.3373 -2.7959 -1.9033 -1.1 -0.4 0.2 -0.555
O 1.7638 -1.7314 -1.5553 0.8 0.7 0.2 0.114
O 2.1441 -3.7337 -2.4109 0.5 0.2 0.2 -0.047
C 1.6541 -4.6711 -3.3565 -0.6 -0.2 0.2 -0.079
C 1.1921 -5.1876 1.6835 0.2 -0.1 0.3 -0.568
O 0.5718 -6.0996 2.1609 -0.3 -0.3 0.0 0.110
O 2.4963 -5.0933 1.9319 0.5 0.2 -0.3 0.000
C 3.3972 -4.2631 1.1584 0.0 0.1 0.4 -0.010
H -1.1635 -3.5630 4.9610 -0.2 0.0 0.5 0.092
H -0.9577 -4.6525 3.5797 -0.1 -0.5 -0.2 0.082
H -1.5192 -2.9754 3.3197 0.0 -0.2 0.2 0.069
H -2.5913 -5.4965 0.3556 0.1 -0.1 -0.1 0.034
H -2.8305 -4.4657 -1.0783 -0.2 0.0 0.1 0.025
H -2.3972 -3.7640 0.5158 0.0 0.2 -0.1 0.003
H -2.8742 -2.0890 1.6147 0.1 0.4 -0.1 0.023
H -2.8142 -0.4152 0.9515 -0.3 0.2 0.1 -0.046
H -2.0911 -0.7879 2.5733 0.0 0.0 -0.4 0.028
H -3.9402 -3.2961 -4.0443 -0.2 -0.2 -0.3 0.090
H -4.2519 -1.6397 -3.4868 -0.3 0.3 -0.1 0.098
H -4.4705 -2.9718 -2.3694 -0.3 -0.2 0.3 0.087
H 2.4056 -4.7291 -4.1118 0.4 0.0 -0.7 0.085
H 0.7051 -4.3281 -3.7805 0.1 -0.2 0.0 0.100
H 1.5427 -5.6550 -2.8999 -0.1 0.1 0.0 0.070
H 3.9018 -3.5755 1.8475 -0.2 -0.2 -0.2 0.088
H 2.8846 -3.6757 0.3989 -0.1 -0.1 0.0 0.079
H 4.1251 -4.9359 0.7042 -0.1 0.1 0.0 0.099

Entry 2:
76
Properties=species:S:1:pos:R:3:forces:R:3:lowdin_charge:R:1 method="wB97M-V/def2-TZVPD" spin_multiplicity=1 orbital_gap_ev=7.26 largest_force_ev_per_a=0.47 charge=+1 homo_ev=-10.048
La -0.0600 -0.0987 -0.0770 0.3 -0.1 0.4 2.017
N 0.7760 -2.4846 -1.1136 -0.1 0.1 0.0 -0.066
C 2.2297 -2.5394 -1.2977 0.0 -0.1 -0.1 -0.229
C 2.9367 -2.0916 -0.0321 0.0 0.0 0.0 -0.194
N 2.7594 -0.6522 0.2642 -0.1 0.0 0.0 -0.208
C 3.6670 0.1122 -0.6131 0.1 0.0 0.0 -0.175
C 3.3148 1.5769 -0.8305 0.0 0.0 0.0 -0.232
N 1.8863 1.7035 -1.1043 -0.2 -0.1 0.0 -0.042
C 3.0621 -0.4393 1.6934 0.0 0.0 0.0 -0.181
C 2.5928 0.8713 2.3016 0.0 0.1 0.1 -0.214
N 1.1287 1.0126 2.2350 -0.2 0.0 0.0 -0.030
H 0.4647 -3.2035 -0.4678 0.0 0.0 0.0 0.085
H 0.3043 -2.6008 -2.0029 0.0 0.0 0.0 0.080
H 2.4790 -1.8974 -2.1443 0.0 0.0 0.0 0.109
H 2.5787 -3.5445 -1.5573 0.0 0.0 0.0 0.123
H 4.0052 -2.3402 -0.0909 0.0 0.0 0.0 0.135
H 2.5179 -2.6523 0.8040 0.0 0.0 0.0 0.107
H 3.6528 -0.3702 -1.5911 0.0 0.0 0.0 0.114
H 4.6997 0.0302 -0.2454 0.0 0.0 0.0 0.133
H 3.9391 1.9405 -1.6545 0.0 0.0 0.0 0.122
H 3.5671 2.1895 0.0333 0.0 0.0 0.0 0.095
H 1.6221 1.1619 -1.9304 0.0 0.0 0.0 0.042
H 1.6225 2.6606 -1.3087 0.1 0.0 0.0 0.080
H 4.1444 -0.5338 1.8653 0.0 0.0 0.0 0.136
H 2.5785 -1.2452 2.2462 0.0 0.0 0.0 0.094
H 3.0389 1.7321 1.8100 0.0 0.0 0.0 0.093
H 2.9540 0.8884 3.3354 0.0 0.0 0.0 0.126
H 0.8616 1.9578 2.4920 0.0 0.0 0.0 0.073
H 0.6991 0.4167 2.9421 0.0 0.0 0.0 0.062
Br -0.3645 -2.2158 7.5742 0.0 0.0 0.1 0.751
C -0.2469 -2.1021 5.6952 -0.1 0.1 -0.2 -0.706
C 0.7538 -2.8022 5.0140 0.1 0.0 0.0 -0.107
C 0.8493 -2.7359 3.6454 0.0 0.1 0.1 -0.015
C -0.0287 -1.9366 2.8718 -0.2 0.0 -0.1 -0.403
O 0.0919 -1.8725 1.5861 0.2 0.0 0.1 -0.282
C -1.0511 -1.2407 3.5835 -0.1 0.0 0.0 -0.157
C -2.1346 -0.5569 2.9092 0.1 -0.1 0.0 -0.066
N -2.1239 -0.1179 1.7008 0.0 0.0 0.1 0.008
C -3.3507 0.3466 1.1728 0.1 0.1 0.0 -0.240
C -4.2079 1.1917 1.8272 -0.1 -0.1 -0.1 -0.012
C -5.4276 1.5765 1.2273 0.0 0.0 0.0 -0.059
C -5.7750 1.1128 -0.0087 0.0 0.0 0.0 -0.033
C -4.8858 0.2787 -0.7315 0.0 0.0 0.0 -0.159
C -5.1567 -0.2012 -2.0348 0.0 0.0 0.0 0.008
C -4.2053 -0.9162 -2.6977 0.1 0.0 0.0 -0.023
C -2.9567 -1.1249 -2.0734 -0.1 0.0 0.0 -0.123
N -2.6826 -0.7393 -0.8508 0.0 0.1 -0.1 0.044
C -3.6479 -0.0698 -0.1567 0.0 0.1 0.0 -0.194
C -1.1545 -1.3615 4.9817 0.1 -0.1 0.1 -0.088
H 1.4495 -3.4139 5.5735 0.0 0.0 0.0 0.107
H 1.6066 -3.3111 3.1281 0.0 0.0 0.0 0.113
H -3.0576 -0.4791 3.4921 0.0 0.0 0.0 0.137
H -3.9464 1.5653 2.8087 0.0 0.0 0.0 0.121
H -6.0929 2.2353 1.7689 0.0 0.0 0.0 0.113
H -6.7241 1.3793 -0.4563 0.0 0.0 0.0 0.119
H -6.1136 0.0165 -2.4930 0.0 0.0 0.0 0.126
H -4.3691 -1.2946 -3.6963 0.0 0.0 0.0 0.115
H -2.1476 -1.5957 -2.6188 0.0 0.0 0.0 0.109
H -1.9626 -0.8553 5.4963 0.0 0.0 0.0 0.111
N -3.9137 4.6700 -0.6518 -0.1 0.0 0.0 0.157
C -2.6585 4.3413 -0.2711 0.0 -0.1 0.0 -0.357
C -2.1927 3.0101 -0.3934 0.0 0.1 0.0 -0.068
N -0.9914 2.6613 0.0139 0.1 -0.1 0.0 0.011
C -0.2077 3.6274 0.5272 -0.1 0.0 0.0 -0.164
C -0.6633 4.9255 0.6205 0.0 0.0 0.1 -0.106
N -1.8824 5.2918 0.2342 0.0 0.0 0.0 0.136
H -4.5204 3.9971 -1.0820 0.0 0.0 0.0 0.098
H -4.1853 5.6375 -0.6471 0.0 0.0 0.0 0.112
H -2.8284 2.2480 -0.8273 0.0 0.0 0.0 0.106
H 0.7864 3.3473 0.8463 0.0 0.0 0.0 0.079
H -0.0290 5.7010 1.0330 0.0 0.0 0.0 0.114
C -0.5628 0.7235 -3.4694 -0.1 0.1 0.0 -0.268
O -0.0981 0.0703 -2.3345 0.0 0.0 -0.3 -0.621
H -1.5619 1.1589 -3.3025 0.0 0.0 -0.1 0.061
H -0.6427 0.0577 -4.3399 0.0 0.0 0.0 0.072
H 0.0943 1.5549 -3.7698 0.0 0.0 0.0 0.068

Entry 3:
46
Properties=species:S:1:pos:R:3:forces:R:3:nbo_charge:R:1 method="wB97M-V/def2-TZVPD" spin_multiplicity=1 orbital_gap_ev=8.68 largest_force_ev_per_a=1.07 homo_ev=-8.071
C 3.5242 0.5539 -3.9268 0.1 0.0 -0.1 -0.244
O 2.6104 0.7299 -2.8752 -0.2 0.0 0.3 -0.550
C 1.2681 0.6198 -3.2848 -0.1 0.1 0.1 -0.064
C 0.3568 0.7349 -2.0637 0.2 0.5 -0.7 -0.249
N 0.4370 -0.4225 -1.2156 0.0 -0.6 0.6 -0.359
C -0.1873 -1.6142 -1.4570 0.0 -0.1 -0.5 0.135
S -1.1157 -1.9276 -2.9071 -0.1 -0.2 0.1 0.261
C -2.7682 -2.0138 -2.1090 0.4 0.1 -0.1 -0.595
C -2.8213 -0.8641 -1.1168 -0.3 -0.4 -0.1 0.669
O -2.9376 0.2853 -1.4869 0.0 0.3 -0.1 -0.622
N -2.6620 -1.2618 0.1693 -0.2 -0.3 0.2 -0.618
C -2.4838 -0.4697 1.3124 0.0 0.2 0.2 0.229
C -2.4281 0.9190 1.2734 0.0 0.1 -0.2 -0.266
C -2.2401 1.6295 2.4454 0.0 -0.1 0.1 -0.191
C -2.1145 0.9741 3.6576 0.0 0.1 0.1 -0.242
C -2.1664 -0.4100 3.6953 -0.1 0.0 0.0 -0.185
C -2.3437 -1.1301 2.5307 0.0 0.0 0.0 -0.266
N -0.0646 -2.4193 -0.4389 -0.4 -0.5 -0.7 -0.296
N 0.6502 -1.7802 0.4909 0.6 0.2 0.7 -0.301
C 0.9678 -0.5888 0.0346 -0.2 -0.2 -0.2 0.344
C 1.7457 0.3754 0.7655 0.3 0.4 0.8 -0.213
C 2.5592 1.4317 0.2537 0.3 0.3 0.4 -0.298
C 3.0926 2.0431 1.3395 0.0 0.1 -0.9 0.081
O 2.6740 1.4524 2.4766 0.0 -0.1 0.4 -0.398
C 1.8687 0.4324 2.1358 -0.6 -0.5 -0.7 0.370
C 1.2843 -0.4126 3.2033 0.2 0.3 0.1 -0.677
H 3.4208 -0.4395 -4.3790 0.0 0.0 0.0 0.170
H 3.3816 1.3130 -4.7057 0.0 0.0 0.0 0.166
H 4.5172 0.6558 -3.4946 0.0 0.0 -0.1 0.198
H 1.0974 -0.3465 -3.7848 0.0 0.1 0.0 0.174
H 1.0185 1.4226 -3.9955 0.0 -0.1 0.0 0.176
H 0.6275 1.6116 -1.4749 -0.1 0.0 -0.1 0.234
H -0.6796 0.8339 -2.4049 0.2 0.0 0.1 0.253
H -3.4839 -1.8622 -2.9146 -0.1 0.0 0.1 0.254
H -2.8887 -2.9961 -1.6561 -0.1 0.1 0.0 0.226
H -2.5202 -2.2504 0.3355 0.0 0.2 -0.2 0.415
H -2.5372 1.4350 0.3345 0.0 0.0 0.0 0.252
H -2.1958 2.7077 2.4068 0.0 0.1 0.0 0.215
H -1.9769 1.5374 4.5685 0.0 0.0 0.1 0.214
H -2.0644 -0.9323 4.6348 0.0 -0.1 0.1 0.215
H -2.3692 -2.2100 2.5583 0.0 -0.1 0.0 0.212
H 2.7572 1.6490 -0.7750 0.1 0.1 -0.2 0.247
H 3.7600 2.8757 1.4376 0.1 0.1 0.1 0.203
H 2.0775 -0.8387 3.8153 0.1 -0.1 0.1 0.227
H 0.6378 0.1805 3.8485 0.0 0.0 0.1 0.228
H 0.7145 -1.2133 2.7432 0.0 0.0 0.1 0.266

Entry 4:
71
Properties=species:S:1:pos:R:3:forces:R:3:lowdin_charge:R:1 method="wB97M-V/def2-TZVPD" spin_multiplicity=1 orbital_gap_ev=1.49 largest_force_ev_per_a=8.59 charge=-1 homo_ev=-3.812
C 4.8922 1.1430 -2.1160 0.3 0.3 -0.3 -0.148
C 4.3311 2.6822 -1.9881 0.8 -1.1 1.2 -0.442
S 3.6803 3.1979 -3.6729 -1.6 -1.8 8.2 0.278
C 2.1854 2.1480 -4.0863 -1.9 -0.6 -0.7 -0.460
C 0.7339 2.8399 -3.6462 0.0 3.3 0.9 -0.104
C 0.6244 4.3008 -3.3603 -1.4 -3.8 -0.5 0.043
C -0.8832 4.8678 -2.9854 -0.7 3.9 -1.0 -0.179
O -1.1422 6.1714 -3.1672 1.5 -7.9 1.2 -0.037
C -2.0210 3.7856 -2.4506 0.5 -2.6 -0.4 -0.048
C -3.2864 4.4440 -1.6016 0.6 1.1 -1.2 -0.090
C -1.8980 2.3011 -2.7439 0.3 3.9 1.0 -0.023
C -3.0855 1.3528 -2.1321 -0.5 -0.3 -0.8 -0.113
C -3.0811 -0.2003 -2.6546 -1.5 0.0 0.3 -0.246
O -2.2839 -1.0217 -1.7206 0.4 -0.1 -2.4 -0.133
C -0.5842 1.8118 -3.5922 0.5 -2.9 -2.3 -0.135
O -0.4573 0.6825 -4.2936 -0.8 6.3 4.2 -0.038
H 4.0095 0.4226 -2.4169 1.9 1.3 0.9 0.081
H 5.4420 0.8102 -1.1197 -1.5 0.7 -2.2 0.099
H 5.6880 1.1072 -2.9863 -1.6 0.1 1.7 0.090
H 5.2820 3.3678 -1.7699 -2.4 -1.2 -0.6 0.112
H 3.5177 2.8029 -1.1535 1.7 -0.2 -1.6 0.110
H 2.1459 2.0785 -5.2775 -0.1 -0.1 2.6 0.026
H 2.2876 1.0305 -3.7174 -0.2 2.5 -0.5 0.115
H 1.4995 5.0761 -3.4147 -1.9 -1.8 0.1 0.108
H -4.2861 3.8440 -1.7000 2.4 1.0 0.3 0.004
H -3.4866 5.5028 -2.1154 0.5 -2.3 1.1 0.065
H -3.0068 4.6986 -0.4779 -0.5 -1.0 -2.4 0.118
H -4.1230 1.8203 -2.4927 2.3 -0.9 0.6 0.127
H -3.1517 1.3661 -0.9411 0.6 0.1 -2.5 0.129
H -4.2049 -0.5885 -2.5503 2.3 0.9 -0.2 0.125
H -2.8019 -0.3435 -3.7874 -0.2 0.5 2.4 0.122
H -1.7565 -1.6797 -2.2638 -1.0 1.3 1.0 0.101
N -3.2861 1.6340 2.1521 2.9 3.1 0.3 -0.531
O -2.4294 1.7403 3.0453 -0.7 -1.2 -1.4 0.020
O -3.3048 2.4432 1.2100 -0.6 0.0 -0.6 -0.050
O -4.1242 0.7185 2.2011 -3.5 -3.5 -0.4 -0.214
C 4.4480 -2.7926 1.1632 0.7 -0.6 -0.1 -0.153
C 4.2138 -2.2786 -0.2202 -1.0 -1.1 -1.1 -0.151
O 4.2290 -0.8737 -0.0523 0.4 0.6 1.5 0.024
C 4.9470 -0.6171 1.0801 0.7 2.1 0.1 -0.507
O 5.3039 0.4948 1.4321 -0.7 -2.3 -0.8 0.127
O 5.2142 -1.7667 1.7661 -0.4 0.6 -0.1 0.084
H 4.9953 -3.7392 1.1687 0.1 0.2 0.0 0.159
H 3.5173 -2.9162 1.7267 1.0 1.2 -1.6 0.036
H 5.0143 -2.5608 -0.9122 0.9 -0.1 0.1 0.065
H 3.2559 -2.6099 -0.6306 -0.2 0.3 0.2 0.133
Na 2.7139 -3.6225 2.8956 -1.5 -1.3 2.4 0.822
Be -5.6861 0.1307 1.4467 2.1 1.2 0.9 0.383
F 6.7139 -2.6568 -1.2596 -0.4 0.1 0.0 -0.731
C -2.1469 -6.1656 3.2522 -1.2 0.5 0.3 -0.129
C -1.7349 -7.5782 3.5128 -0.7 -0.8 0.7 -0.133
O -0.5881 -7.7379 2.6996 0.8 1.0 -0.6 0.070
C -0.0723 -6.4912 2.4914 1.2 0.2 -0.5 -0.506
O 1.0106 -6.2712 1.9752 -1.7 -0.1 1.0 0.114
O -0.9257 -5.5234 2.9371 1.2 -0.7 -0.5 0.069
H -2.6155 -5.7009 4.1241 0.2 0.1 -0.2 0.147
H -2.8234 -6.0784 2.3956 0.1 0.0 0.1 0.138
H -1.4537 -7.7457 4.5578 0.0 0.0 -0.1 0.144
H -2.5112 -8.2961 3.2341 0.3 0.0 -0.1 0.138
O 2.3223 -5.2400 7.7709 0.2 0.0 0.0 -0.338
S 1.9139 -3.8250 7.8367 0.2 -0.4 -0.2 0.206
O 2.7926 -3.1028 8.7746 -0.2 -0.1 0.2 -0.282
O 0.5185 -3.7374 8.3043 -0.1 0.3 0.1 -0.288
O 2.0221 -3.2196 6.4968 -0.1 0.1 -0.7 -0.371
C -6.8614 5.7446 -0.5159 -0.2 0.1 0.3 -0.999
Cl -6.4832 4.0179 -0.5397 -0.3 0.0 0.2 0.526
Cl -6.2254 6.5551 -1.9524 -0.1 0.2 0.0 0.511
H -7.9465 5.8708 -0.4873 0.3 -0.1 -0.1 0.026
H -6.4141 6.1945 0.3738 0.0 -0.2 -0.3 0.035
Cs 4.1535 3.4945 -6.0064 1.7 1.3 -8.1 1.176
F -2.4465 2.2859 4.9479 -0.2 0.5 0.9 -0.426

Entry 5:
14
Properties=species:S:1:pos:R:3:forces:R:3:nbo_charge:R:1 method="wB97M-V/def2-TZVPD" spin_multiplicity=1 orbital_gap_ev=10.35 largest_force_ev_per_a=3.78 homo_ev=-9.301
C 2.3495 -0.0820 -0.0514 1.6 1.4 0.9 -0.650
C 0.8493 -0.0169 0.0446 0.3 0.2 -0.5 0.218
C 0.2068 1.2546 0.0891 -1.7 -3.3 -0.6 -0.265
C -1.1932 1.1998 -0.0535 0.7 -0.3 0.7 -0.152
C -1.8534 -0.0455 -0.0101 0.3 0.6 -0.1 -0.288
C -1.0947 -1.1884 0.0586 -0.8 -1.6 -0.7 0.051
N 0.2114 -1.2020 -0.0321 1.5 1.0 0.8 -0.439
H 2.7667 -1.0887 -0.2402 -0.5 0.6 -0.1 0.240
H 2.7476 0.6706 -0.8103 -0.5 -1.1 0.8 0.218
H 2.8191 0.2799 0.9405 -0.7 -0.6 -1.3 0.221
H 0.7675 2.1410 0.0815 0.5 1.1 0.1 0.218
H -1.7089 2.1399 -0.1281 -0.5 0.1 -0.1 0.214
H -2.9051 -0.2355 -0.1138 -0.4 0.7 0.1 0.223
H -1.5530 -2.2223 0.0311 0.2 1.4 0.2 0.192